ORCA calculation (ωB97M-V with the def2-TZVPD basis set) on C19H29BrNO18S2 as an isolated structure in a non-equilibrium geometry.

The geometry in XYZ format:
```
70
Properties=species:S:1:pos:R:3:nbo_charge:R:1
C -3.4422 -1.8221 1.5205 -0.7490
C -3.8680 -0.9127 2.6418 0.8142
O -4.9639 -0.4599 2.7598 -0.5200
O -2.8971 -0.7282 3.6068 -0.5445
C -1.8024 0.1172 3.3054 -0.3503
S -2.0437 1.8995 3.6339 2.2564
O -1.1275 2.1721 4.7251 -0.9822
O -3.4402 2.1329 3.8853 -0.9326
N -1.4082 2.7115 2.3743 -1.1864
S -2.0368 2.5658 0.9341 2.1883
O -1.5772 3.6758 0.1263 -0.9733
O -3.4601 2.3495 0.9509 -0.9343
Br -1.1229 0.8544 -0.2010 -0.2395
H -4.3103 -2.4291 1.2511 0.2286
H -2.6138 -2.4607 1.8262 0.2261
H -3.1384 -1.2232 0.6611 0.2654
H -1.4327 -0.0107 2.2876 0.2154
H -0.9991 -0.1492 3.9952 0.2246
C 2.3675 4.6149 5.6769 -0.6262
C 2.7594 4.2065 4.2798 0.0698
C 2.5284 5.2509 3.2045 -0.0922
O 2.2813 4.4526 2.0486 -0.5038
C 1.7731 3.2552 2.4706 0.9750
O 1.2531 2.4532 1.7799 -0.5417
O 1.9293 3.1412 3.8146 -0.4861
H 2.6274 3.8384 6.3950 0.2223
H 2.8805 5.5359 5.9599 0.2044
H 1.2898 4.7689 5.7303 0.2383
H 3.7982 3.8587 4.2526 0.1664
H 3.3857 5.8987 3.0338 0.1878
H 1.6419 5.8568 3.4104 0.1849
C -3.1934 4.5113 -5.0393 -0.6244
C -3.2327 3.3233 -4.1139 0.0616
C -2.0022 3.1260 -3.2547 -0.1054
O -1.9931 1.7066 -3.0787 -0.4707
C -2.6194 1.1392 -4.1199 0.9808
O -2.6175 -0.0246 -4.3813 -0.6117
O -3.2538 2.0850 -4.8604 -0.5093
H -4.1386 4.6258 -5.5691 0.2188
H -3.0048 5.4204 -4.4682 0.2231
H -2.4051 4.3861 -5.7826 0.2144
H -4.1305 3.3446 -3.4915 0.1899
H -2.0509 3.6079 -2.2796 0.2550
H -1.0838 3.4224 -3.7693 0.1722
C 1.2863 -4.0982 -4.2674 -0.6302
C 0.1803 -3.4253 -3.4965 0.0680
C 0.1103 -1.9156 -3.6377 -0.0983
O -0.4314 -1.5162 -2.3778 -0.4713
C -0.1296 -2.4565 -1.4677 0.9736
O -0.2922 -2.3383 -0.2959 -0.5827
O 0.3815 -3.5589 -2.0720 -0.5189
H 1.2271 -5.1818 -4.1704 0.2210
H 1.2109 -3.8420 -5.3247 0.2176
H 2.2597 -3.7860 -3.8890 0.2342
H -0.7883 -3.8757 -3.7291 0.1825
H -0.5378 -1.5726 -4.4395 0.2290
H 1.1040 -1.4721 -3.7451 0.1788
C 3.2018 -5.6607 1.9563 -0.6265
C 3.6458 -4.8538 0.7652 0.0638
C 2.6489 -4.7719 -0.3704 -0.0967
O 3.5075 -4.6302 -1.5150 -0.4985
C 4.7011 -5.1887 -1.2158 0.9721
O 5.5655 -5.4019 -2.0054 -0.5873
O 4.7718 -5.4744 0.1031 -0.5010
H 3.9393 -5.6130 2.7562 0.2234
H 2.2559 -5.2734 2.3349 0.2303
H 3.0748 -6.7073 1.6778 0.2166
H 3.9584 -3.8527 1.0723 0.1875
H 1.9715 -3.9292 -0.2967 0.2332
H 2.0714 -5.6924 -0.4821 0.1799
```

* E: -150233.8284 eV
* total charge: -1
* E_HOMO: -6.1 eV
* orbital gap: 8.41 eV

---

ORCA calculation (ωB97M-V with the def2-TZVPD basis set) on a 5-piece molecular cluster, C19H29Cl12IO5P overall in a non-equilibrium geometry.

The geometry in XYZ format:
```
67
Properties=species:S:1:pos:R:3:nbo_charge:R:1
C 6.9085 -3.3271 -0.3641 -0.6258
C 7.4464 -1.9318 -0.6343 -0.0584
O 6.7767 -1.3958 -1.7629 -0.5527
C 6.2436 -0.0983 -1.5660 -0.0870
C 5.1192 0.1297 -2.5746 -0.0662
O 4.3837 1.2885 -2.2382 -0.5608
C 3.4326 1.0769 -1.1893 -0.0886
C 2.1009 1.6641 -1.6390 -0.0858
O 1.0346 1.1055 -0.9098 -0.5399
C 0.1137 2.1176 -0.4992 -0.1368
C -1.1142 1.5075 0.1361 0.3151
I -1.8440 3.2563 1.4057 -0.1517
C -0.9141 0.4017 1.1798 -0.1540
O -2.1936 0.2252 1.7139 -0.8093
P -3.2392 0.0645 0.2461 1.1414
C -4.2935 -0.4061 -1.2672 -0.2823
C -3.7802 -0.5263 -2.5555 -0.2287
C -4.6065 -0.9255 -3.5977 -0.2247
C -5.9416 -1.2164 -3.3802 -0.2510
C -6.4675 -1.0801 -2.1011 -0.2451
C -5.6398 -0.6779 -1.0616 -0.1717
O -2.0591 1.0392 -0.7030 -0.7782
H 7.3057 -3.7685 0.5492 0.2060
H 5.8268 -3.2387 -0.2315 0.2129
H 7.0636 -3.9598 -1.2378 0.2104
H 7.2992 -1.3218 0.2625 0.1669
H 8.5240 -1.9326 -0.8355 0.1636
H 7.0346 0.6392 -1.7510 0.1616
H 5.8467 0.0268 -0.5531 0.1736
H 4.4646 -0.7459 -2.6239 0.1747
H 5.5617 0.2838 -3.5601 0.1834
H 3.2837 0.0185 -0.9585 0.1860
H 3.8037 1.6254 -0.3193 0.1727
H 1.9907 1.5172 -2.7206 0.1739
H 2.1713 2.7448 -1.4919 0.1743
H 0.6066 2.7521 0.2430 0.1822
H -0.1799 2.7763 -1.3246 0.1887
H -0.1832 0.6843 1.9498 0.1723
H -0.5007 -0.5115 0.7350 0.1854
H -4.0339 1.2134 0.5633 -0.1220
H -4.1563 -0.6937 1.0677 -0.1601
H -2.4938 -1.1643 -0.0067 -0.1769
H -2.7291 -0.3129 -2.7145 0.2177
H -4.1836 -1.0308 -4.5933 0.1917
H -6.5636 -1.5490 -4.2039 0.1934
H -7.5110 -1.3164 -1.9223 0.1934
H -6.0758 -0.6038 -0.0694 0.1985
C 6.0434 -0.0716 3.1915 -0.2849
Cl 6.5328 -1.7665 3.1057 0.0130
Cl 7.4481 0.9896 3.0536 0.0137
Cl 4.8503 0.3058 1.9521 0.0344
H 5.5882 0.0946 4.1586 0.2306
C -5.8655 -1.7791 3.8626 -0.2871
Cl -7.5489 -2.3480 3.8360 -0.0227
Cl -4.9518 -2.4398 2.5253 0.0657
Cl -5.8139 -0.0139 3.8430 0.0247
H -5.4176 -2.1183 4.7868 0.2171
C 4.1657 4.7293 -2.5731 -0.2888
Cl 2.8931 4.6385 -3.7892 0.0222
Cl 5.2109 6.1260 -2.8632 0.0034
Cl 3.4780 4.7871 -0.9508 0.0253
H 4.7674 3.8312 -2.6474 0.2452
C -10.9342 -1.9133 5.6033 -0.2855
Cl -10.5148 -0.2400 5.2503 0.0316
Cl -12.5984 -2.0337 6.1908 0.0042
Cl -10.6948 -2.9339 4.1876 0.0289
H -10.2768 -2.2675 6.3861 0.2272
```

* E: -198067.6918 eV
* total charge: -1
* E_HOMO: -4.6 eV
* orbital gap: 6.44 eV

---

ORCA calculation (ωB97M-V with the def2-TZVPD basis set) on a 5-piece molecular cluster, C19H29FN7O overall in a non-equilibrium geometry.

The geometry in XYZ format:
```
57
Properties=species:S:1:pos:R:3:nbo_charge:R:1
N -3.6701 0.9637 1.5017 -0.8362
C -3.4895 0.1750 0.1944 0.6580
N -2.2829 0.2568 -0.7110 -0.5547
C -1.5782 1.5930 -0.6469 -0.2981
C -0.1711 1.5741 0.2294 -0.0904
O -0.3308 1.9807 1.6334 -0.7220
N -4.5411 -0.6983 -0.1007 -0.1300
F -4.5473 -1.5208 -1.2011 -0.1276
H -3.5714 1.9910 1.3410 0.4172
H -2.9213 0.5822 2.1292 0.4207
H -2.6176 0.1324 -1.6961 0.4347
H -2.2922 2.4998 -0.3476 0.2077
H -1.2408 1.8401 -1.7647 0.2689
H 0.6210 2.2779 -0.3015 0.2172
H 0.3095 0.4855 0.2157 0.2069
H -1.2909 2.0306 1.9151 0.4576
H -5.3886 -0.7898 0.5311 0.4591
N 3.6825 0.4786 0.4821 -0.5065
C 3.0832 -0.6996 0.8442 -0.0809
C 3.3943 -1.6453 -0.1072 -0.3523
C 4.2150 -1.0167 -1.0740 -0.3006
C 4.3792 0.2935 -0.6837 -0.0695
H 3.6211 1.3484 0.9953 0.4218
H 2.4870 -0.7637 1.7445 0.2177
H 3.0666 -2.6768 -0.1045 0.2281
H 4.6409 -1.4711 -1.9592 0.2385
H 4.9296 1.1080 -1.1352 0.2241
N -1.4743 6.2965 2.4791 -0.5077
C -1.1980 4.9599 2.3539 -0.1004
C 0.1491 4.7811 2.5762 -0.2900
C 0.7037 6.0539 2.8509 -0.3076
C -0.3215 6.9709 2.7873 -0.0599
H -2.3863 6.7191 2.3631 0.4155
H -1.9813 4.2526 2.1165 0.1670
H 0.6753 3.8358 2.5452 0.2328
H 1.7394 6.2775 3.0721 0.2301
H -0.3291 8.0428 2.9332 0.2206
N 1.1792 -1.2793 -2.5035 -0.5227
C 0.4102 -2.3129 -2.9712 -0.0832
C -0.2641 -1.8706 -4.0874 -0.3030
C 0.1161 -0.5246 -4.3039 -0.3212
C 1.0103 -0.1861 -3.3130 -0.0921
H 1.7783 -1.3174 -1.6891 0.4337
H 0.4075 -3.2717 -2.4702 0.2086
H -0.9543 -2.4547 -4.6822 0.2276
H -0.2250 0.1275 -5.0976 0.2277
H 1.5384 0.7369 -3.1144 0.2141
N 0.4410 -4.5655 0.3337 -0.5169
C -0.0544 -4.9272 1.5594 -0.0878
C -0.3646 -6.2681 1.5143 -0.3009
C -0.0394 -6.7328 0.2176 -0.2858
C 0.4587 -5.6614 -0.4895 -0.0852
H 0.7465 -3.6358 0.0770 0.4046
H -0.1449 -4.2011 2.3561 0.2043
H -0.7792 -6.8491 2.3279 0.2284
H -0.1554 -7.7406 -0.1597 0.2289
H 0.8221 -5.5848 -1.5056 0.2112
```

* E: -35356.5028 eV
* total charge: +1
* E_HOMO: -10.2 eV
* orbital gap: 5.32 eV

---

ORCA calculation (ωB97M-V with the def2-TZVPD basis set) on C19H29KN3OV as an isolated structure in a non-equilibrium geometry.

The geometry in XYZ format:
```
54
Properties=species:S:1:pos:R:3:nbo_charge:R:1
N 2.1545 -0.3429 0.1685 -0.7900
C 2.8593 -0.7408 1.0866 0.9024
O 3.5192 -1.1214 1.9938 -0.4313
K 0.9710 0.5788 -3.3549 0.9730
V 0.2872 -0.0503 -0.2196 1.2341
N -0.5062 -1.4397 -1.1632 -0.5013
N -0.1747 1.5405 -1.1304 -0.5526
C -0.3672 -2.8585 -0.7519 0.0950
C 0.4378 2.9033 -1.0420 0.1055
C 0.8131 -3.4569 -1.5168 -0.6166
C -1.6328 -3.6759 -1.0467 -0.6288
C -0.0985 -2.9496 0.7491 -0.6230
C 0.0639 3.7018 -2.3067 -0.6136
C -0.0685 3.6626 0.1963 -0.6336
C 1.9527 2.7213 -0.9552 -0.6254
H 0.6476 -3.4174 -2.6019 0.2064
H 0.9637 -4.5060 -1.2273 0.2547
H 1.7368 -2.9020 -1.2988 0.2125
H -2.5181 -3.2208 -0.5819 0.2275
H -1.5178 -4.6823 -0.6208 0.2526
H -1.8296 -3.8057 -2.1182 0.2198
H 0.8993 -2.5660 1.0078 0.2085
H -0.1439 -4.0100 1.0436 0.2567
H -0.8539 -2.3881 1.3173 0.2322
H 0.3053 3.1982 -3.2620 0.1746
H 0.5978 4.6615 -2.3209 0.2604
H -1.0111 3.9238 -2.3368 0.2343
H -1.1193 3.9640 0.0836 0.2228
H 0.5212 4.5837 0.3238 0.2537
H 0.0366 3.0627 1.1095 0.2311
H 2.2363 2.0127 -0.1625 0.2359
H 2.4063 3.6943 -0.7183 0.2622
H 2.4146 2.3859 -1.9050 0.1835
C -1.6237 1.4770 -0.9498 -0.4441
H -1.8601 0.5689 -0.3666 0.2490
H -2.0331 2.3325 -0.3963 0.2520
H -2.1640 1.4393 -1.9110 0.2189
C -1.1631 -1.2625 -2.4982 -0.4646
H -2.1311 -1.7769 -2.5139 0.2653
H -1.4321 -0.2152 -2.7169 0.2004
H -0.5486 -1.6819 -3.3204 0.2069
C -0.3326 0.1341 1.5289 -0.4940
C -0.2570 0.0947 2.7772 0.4159
C -0.1725 0.0724 4.1709 -0.2842
C -1.2142 0.6148 4.9609 -0.1210
C -1.1173 0.5959 6.3474 -0.2085
C 0.0061 0.0260 6.9693 -0.1116
C 1.0389 -0.5218 6.1916 -0.2271
C 0.9597 -0.4952 4.8062 -0.0744
H -2.0892 1.0469 4.4609 0.2334
H -1.9210 1.0263 6.9484 0.2476
H 0.0727 0.0116 8.0635 0.2470
H 1.9170 -0.9726 6.6614 0.2470
H 1.7687 -0.9090 4.1886 0.2231
```

* E: -68687.3739 eV
* total charge: +2
* E_HOMO (spin up / spin down): -14.2 / -14.2 eV
* orbital gap (spin up / spin down): 5.76 / 5.76 eV

---

- Which of these has the highest E?
  C19H29FN7O

---

- Which formula does entry 1 have?
  C19H29BrNO18S2

---

- The highest E belongs to which entry?
  C19H29FN7O